Run one
63
Properties=species:S:1:pos:R:3 method="wB97M-V/def2-TZVPD" mol_weight_g_mol=474.6 homo_ev=-9.2 homo_lumo_gap_ev=8.57 smiles="CCOC(=O)N1CCC(NC(=O)C2CCN(S(=O)(=O)c3cccc4cccnc34)CC2)CC1" lumo_ev=-0.580
C 2.373 4.813 -1.351
C 2.635 4.694 0.145
O 2.252 3.424 0.675
C 3.131 2.411 0.466
O 4.128 2.512 -0.213
N 2.755 1.285 1.107
C 1.548 1.209 1.906
C 1.569 -0.050 2.763
C 1.656 -1.321 1.902
N 0.347 -1.715 1.428
C -0.271 -2.855 1.813
O 0.209 -3.621 2.619
C -1.618 -3.097 1.134
C -2.608 -1.961 1.417
C -3.913 -2.217 0.661
N -3.684 -2.376 -0.752
S -3.831 -1.026 -1.698
O -5.065 -0.404 -1.308
O -3.663 -1.420 -3.060
C -2.546 0.172 -1.246
C -2.931 1.237 -0.480
C -2.023 2.254 -0.148
C -0.742 2.215 -0.628
C -0.319 1.142 -1.441
C 0.980 1.057 -1.986
C 1.314 -0.021 -2.760
C 0.353 -1.031 -2.952
N -0.851 -0.991 -2.456
C -1.227 0.082 -1.738
C -2.756 -3.418 -1.108
C -1.418 -3.289 -0.375
C 2.608 -1.110 0.710
C 3.536 0.076 0.943
H 2.631 5.816 -1.680
H 1.326 4.628 -1.580
H 2.992 4.101 -1.891
H 2.038 5.417 0.706
H 3.698 4.855 0.346
H 0.665 1.207 1.253
H 1.486 2.099 2.538
H 2.421 -0.012 3.441
H 0.664 -0.092 3.369
H 1.993 -2.152 2.530
H -0.094 -1.113 0.752
H -2.021 -4.022 1.559
H -2.197 -1.001 1.095
H -2.807 -1.903 2.488
H -4.386 -3.130 1.037
H -4.612 -1.388 0.777
H -3.958 1.284 -0.152
H -2.350 3.076 0.471
H -0.037 2.999 -0.395
H 1.693 1.842 -1.781
H 2.294 -0.113 -3.201
H 0.594 -1.918 -3.522
H -3.225 -4.380 -0.871
H -2.608 -3.344 -2.185
H -0.824 -4.187 -0.552
H -0.879 -2.443 -0.798
H 3.199 -2.007 0.531
H 2.018 -0.916 -0.189
H 4.197 0.233 0.088
H 4.159 -0.096 1.827

***

Run two
63
Properties=species:S:1:pos:R:3 method="wB97M-V/def2-TZVPD" mol_weight_g_mol=474.6 homo_ev=-8.3 homo_lumo_gap_ev=8.82 smiles="CCCN(CCC)C(=O)Cn1c(=O)n(CCCC(=O)NCc2ccco2)c(=O)c2sccc21" lumo_ev=0.505
C -4.630 2.012 1.533
C -4.902 1.513 0.120
C -3.733 0.692 -0.443
N -3.558 -0.566 0.253
C -4.493 -1.626 -0.095
C -3.924 -2.530 -1.191
C -4.918 -3.615 -1.580
C -2.640 -0.852 1.192
O -2.648 -1.911 1.800
C -1.536 0.174 1.493
N -0.502 0.194 0.472
C -0.274 1.370 -0.206
O -1.022 2.322 -0.080
N 0.796 1.410 -1.073
C 1.073 2.713 -1.662
C 1.717 3.663 -0.651
C 3.124 3.228 -0.248
C 3.131 2.022 0.680
O 2.178 1.659 1.342
N 4.332 1.408 0.744
C 4.554 0.198 1.501
C 5.262 -0.825 0.675
C 5.269 -1.050 -0.670
C 6.149 -2.142 -0.879
C 6.609 -2.493 0.350
O 6.083 -1.697 1.300
C 1.724 0.394 -1.286
O 2.690 0.557 -2.009
C 1.396 -0.803 -0.571
S 2.304 -2.275 -0.610
C 1.254 -2.965 0.559
C 0.264 -2.130 0.969
C 0.337 -0.877 0.315
H -5.485 2.571 1.906
H -4.448 1.177 2.207
H -3.763 2.668 1.541
H -5.059 2.365 -0.543
H -5.815 0.914 0.116
H -3.925 0.466 -1.496
H -2.830 1.295 -0.388
H -5.429 -1.176 -0.428
H -4.681 -2.220 0.802
H -3.003 -2.985 -0.822
H -3.675 -1.926 -2.067
H -4.501 -4.250 -2.358
H -5.156 -4.236 -0.720
H -5.840 -3.175 -1.953
H -1.926 1.187 1.581
H -1.083 -0.122 2.444
H 0.124 3.132 -2.004
H 1.737 2.541 -2.511
H 1.759 4.656 -1.101
H 1.084 3.712 0.236
H 3.711 2.995 -1.138
H 3.617 4.045 0.286
H 5.073 1.698 0.126
H 3.568 -0.157 1.826
H 5.151 0.406 2.399
H 4.706 -0.522 -1.413
H 6.396 -2.596 -1.816
H 7.287 -3.257 0.675
H 1.430 -3.971 0.886
H -0.492 -2.402 1.682

***

Most stable structure among those shown: run two. Next: +0.0281 hartree.